(1)
{"formula": "C3H4N4O", "method": "ωB97M-V with the def2-TZVPD basis set", "symbols": ["H", "N", "N", "C", "C", "H", "O", "N", "H", "H", "C", "N"], "xyz": [[3.187, -0.715, 0.143], [0.622, 1.054, -0.037], [1.976, 1.058, -0.090], [0.214, -0.167, -0.017], [-2.330, -0.357, -0.109], [-0.874, -1.811, -0.189], [1.243, -1.005, 0.101], [-2.513, 0.922, 0.132], [-3.160, -1.148, -0.073], [-3.621, 1.036, 0.107], [2.271, -0.223, 0.034], [-1.000, -0.868, -0.042]], "forces_ev_per_angstrom": [[1.394, -0.157, -0.080], [-2.509, 0.854, -0.912], [1.081, -2.628, 0.813], [-1.321, 0.149, 0.526], [0.467, 1.943, 2.059], [0.211, -2.220, -0.318], [-1.113, -2.005, -0.202], [-3.057, -2.776, -1.176], [1.496, 0.980, -0.543], [2.955, -0.021, 0.136], [1.597, 2.946, -0.210], [-1.201, 2.936, -0.094]], "smiles": "[H]/N=C/Nc1nnco1", "e_lumo_ev": 0.54, "homo_lumo_gap_ev": 9.6, "fmax_ev_per_a": 4.3, "e_above_lowest_kcal_mol": 54.8}


(2)
{"formula": "C3H4N4O", "method": "ωB97M-V with the def2-TZVPD basis set", "symbols": ["H", "H", "C", "O", "N", "N", "H", "C", "H", "N", "C", "N"], "xyz": [[1.392, -1.751, 0.018], [-1.789, 1.832, -0.577], [-1.717, 0.734, -0.131], [-2.139, -1.318, 0.149], [-2.658, -0.173, -0.111], [-0.752, -1.269, 0.281], [0.529, 1.746, 0.084], [-0.478, 0.063, 0.317], [2.775, 0.700, -0.401], [2.263, -1.225, -0.188], [1.883, 0.015, 0.014], [0.689, 0.647, 0.543]], "forces_ev_per_angstrom": [[0.676, -0.722, 0.114], [-0.280, -2.633, 1.478], [1.034, 1.001, 0.138], [1.337, -1.771, 0.058], [-0.645, 2.726, -1.075], [0.452, 2.692, 1.494], [1.352, -4.028, 1.969], [-4.667, -3.433, -2.082], [-2.508, -0.520, 1.583], [-3.455, 2.652, 0.994], [4.345, -0.319, -1.908], [2.360, 4.355, -2.764]], "smiles": "[H]/N=C\\Nc1cnon1", "e_lumo_ev": 0.13, "homo_lumo_gap_ev": 10.2, "fmax_ev_per_a": 6.2, "e_above_lowest_kcal_mol": 115.8}


(3)
{"formula": "C3H4N4O", "method": "ωB97M-V with the def2-TZVPD basis set", "symbols": ["C", "O", "H", "N", "C", "N", "C", "N", "H", "H", "N", "H"], "xyz": [[-1.626, -0.313, 0.106], [-2.583, -0.905, -0.369], [2.350, -1.833, 0.245], [0.752, 0.274, 0.373], [-0.163, 1.334, 0.055], [-1.350, 1.125, -0.107], [2.053, 0.226, -0.064], [2.858, -0.759, -0.340], [0.266, 2.259, 0.126], [2.508, 1.413, -0.777], [-0.268, -0.713, 0.323], [0.022, -1.565, 1.041]], "forces_ev_per_angstrom": [[1.899, 1.922, -3.885], [1.868, 0.544, 2.543], [1.794, 4.003, -2.370], [-4.661, 1.650, 0.241], [4.137, 0.168, 1.006], [-4.461, -1.327, 0.395], [2.888, 0.740, -4.655], [-3.501, -2.084, 3.731], [1.022, 2.542, -0.514], [-1.743, -3.442, 2.771], [2.240, -7.405, 3.506], [-1.482, 2.688, -2.770]], "e_lumo_ev": 0.10, "homo_lumo_gap_ev": 9.9, "fmax_ev_per_a": 8.5, "e_above_lowest_kcal_mol": 132.9}


(4)
{"formula": "C3H4N4O", "method": "ωB97M-V with the def2-TZVPD basis set", "symbols": ["H", "N", "N", "N", "H", "C", "H", "O", "C", "N", "H", "C"], "xyz": [[-1.381, -1.346, 1.398], [0.855, -0.509, -0.819], [-0.190, 2.707, 0.012], [0.149, -1.234, 0.115], [0.543, 3.020, -0.650], [-0.735, -0.620, 0.858], [1.062, -2.804, 0.616], [0.361, -2.583, -0.055], [0.488, 0.697, -0.968], [-0.986, 0.670, 0.914], [1.022, 1.246, -1.810], [-0.241, 1.441, -0.002]], "forces_ev_per_angstrom": [[0.463, 0.755, 0.057], [-0.650, -1.385, -0.538], [0.494, 0.672, 0.367], [2.799, 1.051, -2.237], [-0.870, -0.096, 0.186], [-2.999, 0.263, 1.681], [-0.815, 0.117, -0.913], [0.237, -0.055, 1.750], [2.608, 0.245, -1.638], [0.526, -1.266, -0.676], [-0.792, -0.685, 1.107], [-1.002, 0.383, 0.855]], "smiles": "[H]/N=c1\\cnn(O)cn1", "e_lumo_ev": 0.37, "homo_lumo_gap_ev": 9.4, "fmax_ev_per_a": 3.7, "e_above_lowest_kcal_mol": 90.6}


(5)
{"formula": "C3H4N4O", "method": "ωB97M-V with the def2-TZVPD basis set", "symbols": ["H", "H", "O", "C", "C", "H", "H", "N", "N", "C", "N", "N"], "xyz": [[1.226, -0.287, -2.826], [-2.077, 1.256, -0.151], [1.520, -0.999, 1.076], [-1.387, 0.728, 0.435], [0.337, -0.393, 1.096], [-0.149, 1.201, -1.977], [1.506, -1.599, 1.840], [-0.430, -0.348, 2.139], [-0.150, 0.259, -0.057], [0.251, 0.301, -1.398], [0.957, -0.563, -1.851], [-1.604, 0.443, 1.673]], "forces_ev_per_angstrom": [[-0.302, -0.724, 1.003], [-0.666, 0.680, -0.832], [-0.018, -0.344, -0.039], [1.233, -0.677, 1.019], [-0.016, -0.079, -0.436], [0.344, -0.987, 0.993], [0.250, 0.237, -0.119], [-1.450, 1.673, -1.975], [-1.578, 0.118, 2.472], [-2.587, 3.631, 1.003], [3.198, -2.348, -3.167], [1.594, -1.179, 0.077]], "smiles": "[H]/N=C/n1cnnc1O", "e_lumo_ev": 0.62, "homo_lumo_gap_ev": 10.4, "fmax_ev_per_a": 5.1, "e_above_lowest_kcal_mol": 41.2}


(6)
{"formula": "C3H4N4O", "method": "ωB97M-V with the def2-TZVPD basis set", "symbols": ["O", "H", "N", "C", "C", "N", "N", "H", "C", "H", "N", "H"], "xyz": [[-0.137, 0.692, -0.468], [0.631, 1.138, 1.615], [-0.151, -1.471, -1.005], [0.815, 0.114, 2.067], [0.765, -0.902, 1.182], [0.317, -0.574, -0.113], [-1.480, 1.317, -2.288], [-1.334, 2.155, -1.771], [-0.783, 0.501, -1.659], [0.934, -1.972, 1.302], [-0.615, -0.884, -1.989], [1.037, -0.112, 3.126]], "forces_ev_per_angstrom": [[0.585, 0.100, 0.812], [0.186, -1.309, 1.340], [1.881, 0.405, 0.792], [0.195, -0.474, -0.653], [-1.013, 1.872, 0.420], [-0.266, -1.403, -0.724], [0.469, -0.050, -0.309], [-0.539, 1.552, 0.220], [0.217, -2.123, -0.467], [-0.070, 0.428, 0.038], [-1.671, 0.417, -0.597], [0.025, 0.584, -0.872]], "smiles": "[H]/N=c1/nnn(C=C)o1", "e_lumo_ev": -0.04, "homo_lumo_gap_ev": 9.0, "fmax_ev_per_a": 2.2, "e_above_lowest_kcal_mol": 105.6}


(7)
{"formula": "C3H4N4O2", "method": "ωB97M-V with the def2-TZVPD basis set", "symbols": ["N", "N", "O", "N", "H", "C", "H", "O", "C", "H", "C", "H", "N"], "xyz": [[-0.760, 0.957, -0.840], [-2.088, -2.175, 0.483], [-1.064, -2.520, 1.052], [-0.591, 0.051, 0.057], [0.938, -1.228, 0.670], [-1.820, 0.724, -1.605], [-2.114, 1.430, -2.298], [-3.150, -2.760, 0.486], [-1.964, -0.935, -0.242], [0.001, -0.189, 1.890], [0.484, -0.157, 0.899], [1.226, 0.644, 0.767], [-2.514, -0.324, -1.198]], "forces_ev_per_angstrom": [[1.588, 0.553, 0.099], [-0.217, 0.165, -0.123], [-0.398, -0.141, 0.026], [-6.252, -2.549, -3.623], [-0.712, 2.347, 0.588], [1.240, -0.213, 2.499], [-0.637, 0.960, -1.395], [0.332, 0.283, -0.164], [4.524, 3.007, 1.117], [1.067, -0.028, 0.074], [1.750, -2.029, 1.111], [-0.317, -0.332, 0.245], [-1.968, -2.022, -0.455]], "smiles": "Cn1ncnc1[N+](=O)[O-]", "e_lumo_ev": [-1.01, -1.01], "homo_lumo_gap_ev": [8.6, 8.6], "fmax_ev_per_a": 7.7, "e_above_lowest_kcal_mol": 120.2}


(8)
{"formula": "C3H4N4O2S", "method": "ωB97M-V with the def2-TZVPD basis set", "symbols": ["C", "O", "S", "C", "H", "O", "C", "H", "N", "N", "H", "N", "N", "H"], "xyz": [[-0.265, -0.466, 0.746], [2.241, 3.654, -2.179], [3.361, 1.031, 0.162], [2.033, 0.339, 0.513], [-0.515, -1.441, 1.250], [1.588, 1.846, -3.465], [1.917, 2.786, -2.833], [-0.641, -0.365, -0.246], [1.150, -0.375, 0.881], [-0.945, 2.755, -1.003], [-0.878, 3.537, -1.669], [-0.090, 2.642, -0.198], [0.634, 2.331, 0.574], [-0.691, 0.316, 1.424]], "forces_ev_per_angstrom": [[-0.335, -0.718, 3.059], [0.601, 2.169, 1.296], [1.766, 0.976, -0.635], [-0.715, -1.861, 0.696], [-0.305, 0.860, -0.982], [0.448, 1.627, 0.818], [-1.031, -3.837, -2.111], [-0.131, -0.082, -0.750], [0.331, 0.487, -0.747], [-3.344, 0.844, -3.332], [0.228, -0.373, 0.658], [1.196, 0.046, 0.557], [1.300, 0.346, 2.182], [-0.007, -0.485, -0.709]], "e_lumo_ev": 0.43, "homo_lumo_gap_ev": 9.5, "fmax_ev_per_a": 4.8, "e_above_lowest_kcal_mol": 41.1}